# 1
The following is a quantum chemistry calculation of a structure of composition C40H88N8O26S4 in a non-equilibrium geometry, from OMol25.

XYZ file:
```
166
Properties=species:S:1:pos:R:3:forces:R:3
C -5.854 -2.167 -0.495 -0.230 0.285 -0.214
C -4.357 -2.231 -0.186 0.235 -0.382 -0.924
O -3.609 -1.287 -0.438 -0.490 0.324 0.077
N -3.832 -3.373 0.294 -0.983 0.242 0.218
C -4.557 -4.618 0.486 0.044 -0.170 0.033
H -6.013 -1.443 -1.292 0.219 0.291 0.234
H -6.396 -1.838 0.393 0.065 0.124 0.022
H -6.400 -3.037 -0.862 0.623 -0.504 0.279
H -2.859 -3.252 0.535 0.021 -0.537 -0.032
H -5.553 -4.479 0.907 0.187 0.296 0.386
H -3.964 -5.261 1.131 -0.196 -0.006 0.038
H -4.756 -5.155 -0.445 0.416 0.049 -0.193
C -1.120 -2.324 5.941 -0.260 0.375 0.111
C -1.030 -1.242 4.863 -0.779 -1.407 0.194
O -1.868 -1.221 3.965 0.236 0.440 0.180
N 0.009 -0.412 4.942 0.809 0.734 -0.519
C 0.283 0.611 3.935 -0.077 0.120 0.229
H -0.217 -2.932 5.992 -0.118 -0.201 -0.309
H -2.019 -2.883 5.694 0.292 -0.393 -0.033
H -1.271 -1.958 6.959 0.062 0.440 -0.139
H 0.736 -0.603 5.610 -0.151 -0.031 0.132
H -0.445 0.537 3.131 -0.078 -0.117 0.085
H 1.277 0.511 3.498 0.049 -0.044 0.088
H 0.194 1.594 4.397 0.070 0.108 -0.151
C -6.408 1.298 0.312 -0.855 0.325 -1.111
C -5.010 1.682 0.698 -0.136 -0.999 0.422
O -4.334 2.402 -0.016 0.468 0.560 -0.010
N -4.570 1.090 1.835 0.226 0.552 0.728
C -3.323 1.489 2.539 -1.151 -0.462 -0.824
H -6.905 2.127 -0.197 0.171 0.374 0.425
H -7.074 0.955 1.102 0.240 -0.157 0.106
H -6.396 0.591 -0.519 0.288 -0.409 0.346
H -5.206 0.468 2.299 -0.015 0.076 0.093
H -3.081 0.776 3.324 0.103 -0.351 -0.400
H -3.466 2.443 3.045 0.185 0.306 -0.376
H -2.603 1.500 1.725 0.595 0.332 0.518
C -3.489 -4.186 -3.556 1.072 0.406 -1.254
C -2.196 -3.915 -2.808 -0.897 0.315 0.023
O -1.932 -4.501 -1.762 0.025 0.309 -0.582
N -1.360 -3.022 -3.340 1.474 0.259 -0.251
C -1.501 -2.120 -4.472 -1.240 -0.841 -0.035
H -3.163 -4.807 -4.400 -0.334 -0.712 0.342
H -3.824 -3.337 -4.158 -0.254 0.356 0.647
H -4.276 -4.619 -2.953 0.138 -0.129 0.023
H -0.548 -2.750 -2.808 0.069 -0.656 0.465
H -1.598 -2.596 -5.452 -0.059 -0.411 0.204
H -0.583 -1.545 -4.548 -0.391 0.594 0.325
H -2.459 -1.645 -4.246 0.454 1.157 -0.687
C -2.614 -7.718 -0.780 -1.110 0.273 -0.547
C -2.166 -7.090 0.521 1.486 -0.405 0.254
O -2.200 -7.677 1.597 -0.503 -0.098 -0.351
N -1.526 -5.912 0.386 -0.100 1.427 0.027
C -0.746 -5.271 1.442 -0.054 -0.721 -0.305
H -1.843 -7.973 -1.509 0.517 -0.210 0.634
H -3.199 -7.021 -1.390 -0.258 0.150 0.352
H -3.234 -8.584 -0.557 0.119 -0.054 -0.057
H -1.641 -5.298 -0.435 -0.030 -1.214 0.446
H -1.010 -4.220 1.567 0.030 0.070 -0.116
H 0.290 -5.378 1.116 0.226 0.377 0.486
H -0.872 -5.762 2.403 -0.019 -0.142 -0.086
C 0.307 2.159 0.098 -0.850 -0.340 0.414
C 1.274 1.078 0.552 0.703 1.838 -0.158
O 2.321 1.438 1.089 -0.071 -0.695 0.049
N 0.982 -0.201 0.316 -1.161 -0.556 -0.042
C -0.263 -0.710 -0.255 0.406 -0.203 -0.588
H 0.157 2.229 -0.981 0.398 -0.001 -0.082
H 0.608 3.100 0.550 0.212 0.018 -0.240
H -0.698 1.963 0.489 -0.006 -0.131 0.071
H 1.637 -0.898 0.630 -0.046 0.357 -0.070
H -0.161 -0.722 -1.344 -0.096 -0.302 -0.086
H -1.191 -0.172 -0.068 0.293 0.280 0.532
H -0.399 -1.724 0.119 -0.104 -0.051 -0.173
C 2.194 -2.491 2.231 -0.252 -0.737 -0.632
C 2.678 -3.945 2.245 0.165 -0.141 1.983
O 2.228 -4.694 3.100 -0.285 0.168 -0.126
N 3.666 -4.372 1.437 0.579 0.661 -1.561
C 4.515 -5.508 1.692 0.717 -0.428 0.974
H 2.683 -1.803 1.545 0.296 -0.363 -0.121
H 2.254 -2.032 3.215 0.096 -0.385 0.161
H 1.136 -2.620 1.993 -0.085 0.494 -0.046
H 4.027 -3.718 0.756 -0.070 0.144 0.156
H 4.222 -6.016 2.608 -0.440 0.059 -0.119
H 5.533 -5.171 1.908 0.017 0.164 -0.208
H 4.606 -6.264 0.911 -0.458 0.212 -0.284
C 1.926 4.690 4.845 -0.074 -0.999 0.590
C 0.778 4.702 3.821 0.074 0.568 1.022
O 0.845 4.315 2.679 0.100 -0.008 -0.413
N -0.336 5.260 4.396 0.265 -0.120 -0.399
C -1.652 5.437 3.788 0.156 -0.868 0.610
H 1.582 4.295 5.809 -0.428 0.069 -0.071
H 2.313 5.670 5.116 0.092 0.112 -0.595
H 2.715 3.975 4.614 0.126 0.405 -0.626
H -0.322 5.146 5.395 -0.214 0.425 0.050
H -1.669 5.308 2.709 0.537 0.184 0.036
H -2.051 6.408 4.071 -0.084 0.008 -0.127
H -2.266 4.635 4.206 -0.487 0.234 -0.121
C 3.428 -5.142 -2.347 -0.073 -0.118 0.581
C 2.143 -5.089 -1.559 -1.161 -2.434 1.205
O 1.830 -3.734 -1.312 1.164 1.807 -0.358
S 2.683 -2.789 -2.337 -0.551 0.219 -1.183
O 3.750 -2.072 -1.681 -1.247 -1.333 -0.345
O 1.768 -2.053 -3.181 0.869 -0.867 1.114
O 3.217 -4.054 -3.227 0.495 1.798 -0.007
H 3.659 -6.044 -2.908 -0.556 0.037 -0.179
H 4.288 -4.990 -1.685 -0.015 0.348 -0.075
H 2.203 -5.634 -0.612 0.392 0.446 0.200
H 1.238 -5.532 -1.987 0.391 0.061 -0.791
C 2.742 5.656 -0.028 0.619 -0.539 0.239
C 3.552 4.405 0.487 -2.712 0.420 0.586
O 4.818 4.840 0.959 1.024 0.659 -1.099
S 4.888 6.446 0.924 -0.100 0.879 0.127
O 6.198 6.940 0.570 -1.839 -1.113 -0.253
O 4.304 6.943 2.132 0.143 -0.269 -0.145
O 3.771 6.626 -0.247 1.399 0.534 0.552
H 1.973 5.988 0.669 0.269 0.212 0.166
H 2.291 5.497 -1.004 0.040 -0.177 0.058
H 3.455 3.707 -0.342 1.444 -0.433 0.201
H 3.074 3.994 1.375 -0.327 -0.255 -0.335
C -3.183 5.625 -1.134 -0.230 -0.059 1.045
C -2.388 4.892 -0.024 -0.616 -1.803 -0.268
O -1.243 5.656 0.276 0.969 0.765 -1.067
S -0.698 6.239 -1.136 -1.462 0.871 0.193
O -0.114 5.200 -1.928 -0.420 0.453 0.483
O 0.013 7.458 -0.879 -0.888 -1.172 -0.353
O -2.265 6.567 -1.700 1.739 -0.156 0.531
H -4.031 6.080 -0.618 0.266 0.903 -0.331
H -3.652 5.011 -1.902 0.618 -0.369 -0.077
H -2.111 3.887 -0.353 0.222 0.098 -0.053
H -2.913 4.737 0.916 -0.283 0.307 -0.166
C -2.617 1.507 -2.853 0.917 -0.139 1.442
C -4.045 1.054 -3.063 0.680 0.320 -0.505
O -4.201 1.243 -4.469 -0.782 0.811 -1.367
S -3.503 2.641 -4.951 -0.216 -1.385 0.649
O -4.371 3.738 -4.649 0.729 -0.484 0.346
O -3.010 2.514 -6.286 -0.098 -0.176 1.035
O -2.316 2.425 -3.872 -0.187 1.744 -1.656
H -1.821 0.759 -2.884 -0.313 -0.264 -0.023
H -2.561 2.046 -1.905 0.141 -0.191 0.059
H -4.623 1.752 -2.455 -0.744 -0.439 -0.252
H -4.222 -0.006 -2.915 -0.078 0.149 0.525
C 2.163 1.011 -5.117 -0.622 1.277 0.798
C 2.599 1.174 -3.675 1.035 -0.584 0.887
C 2.289 2.613 -3.333 -0.553 -0.510 -0.526
O 1.008 2.795 -3.985 0.754 0.537 0.206
C 0.857 1.861 -5.072 0.476 -0.034 0.242
H 2.059 -0.006 -5.483 -0.047 0.004 0.050
H 2.954 1.552 -5.641 -0.317 -0.162 -0.698
H 3.670 0.977 -3.584 -0.022 -0.198 0.245
H 2.060 0.549 -2.960 -0.011 -0.252 -0.205
H 3.081 3.297 -3.651 -0.248 0.191 -0.559
H 2.215 2.767 -2.256 -0.479 -0.010 0.026
H 0.679 2.399 -6.004 -0.073 0.078 0.038
H -0.040 1.298 -4.803 0.070 -0.369 -0.364
C 7.152 1.336 1.652 -1.171 0.087 0.348
C 5.706 1.336 1.149 0.326 -0.532 -0.130
C 5.771 0.232 0.082 0.123 1.371 -0.081
O 7.083 0.378 -0.478 0.005 -0.232 -0.681
C 7.973 1.028 0.412 -0.381 0.002 1.164
H 7.200 0.525 2.381 0.508 0.347 0.311
H 7.278 2.345 2.045 0.757 -0.343 0.497
H 5.527 2.334 0.748 -0.397 -0.239 -0.407
H 4.995 1.149 1.952 -0.112 -0.016 -0.119
H 5.055 0.419 -0.719 -0.032 -0.266 -0.047
H 5.634 -0.778 0.476 -0.013 -0.014 0.161
H 8.365 1.981 0.050 0.072 -0.293 -0.668
H 8.776 0.343 0.694 0.252 0.134 -0.357
```
Forces are in eV/Å.

Computed properties:
Net charge ... 0
Orbital gap ... 0.33894 hartree
Spin multiplicity ... 1
HOMO energy ... -9.21 eV
Lowest unoccupied orbital energy ... 0.0 eV
Calculated total energy ... -5563.89406 hartree


# 2
The following is a quantum chemistry calculation of a structure of composition C15H16N5O3PdSe, from OMol25.

XYZ file:
```
41
Properties=species:S:1:pos:R:3:forces:R:3
Pd -0.277 -1.466 -0.741 -0.393 0.025 0.004
C 2.810 1.250 0.037 0.019 -0.001 0.005
C 1.523 0.679 0.537 -0.047 0.047 -0.058
N 1.387 -0.462 1.125 0.092 0.025 0.059
O 2.629 -1.146 1.301 -0.020 0.024 -0.003
C -0.882 0.957 0.730 0.028 -0.068 -0.070
C -1.676 1.718 1.731 0.005 -0.012 0.032
N -1.257 -0.178 0.269 0.135 0.123 0.045
O -2.216 -0.914 0.679 -0.004 -0.007 -0.023
H 3.643 0.828 0.590 -0.002 -0.001 -0.005
H 2.813 2.334 0.130 0.001 -0.002 -0.001
H 2.918 1.009 -1.025 0.003 -0.003 0.003
H 2.908 -1.399 0.411 -0.007 -0.037 -0.020
H -1.073 1.903 2.622 -0.008 -0.002 0.003
H -2.552 1.134 2.003 -0.004 0.004 -0.007
H -1.996 2.682 1.331 0.012 0.002 -0.003
Se 0.401 -0.204 -2.653 0.110 0.068 -0.083
N 0.380 1.416 0.287 -0.034 -0.084 0.125
C 0.403 2.627 -0.468 0.012 0.018 -0.019
C 0.402 3.831 0.223 -0.011 0.021 0.006
C 0.388 5.048 -0.438 -0.001 -0.025 -0.001
C 0.389 5.053 -1.831 0.000 0.001 0.009
C 0.411 3.867 -2.528 0.000 0.017 -0.026
C 0.411 2.603 -1.884 0.011 -0.046 -0.020
N 0.474 1.552 -2.743 0.001 0.022 -0.009
H 0.418 3.795 1.305 0.003 -0.003 0.000
H 0.384 5.973 0.122 0.000 0.003 -0.002
H 0.382 5.991 -2.371 0.000 -0.001 -0.004
H 0.428 3.855 -3.609 0.001 0.009 0.001
O 0.362 -3.386 -1.425 0.074 -0.039 -0.004
N -0.379 -4.020 -0.518 -0.072 -0.028 0.131
C 0.029 -4.032 0.768 0.075 -0.010 -0.029
C -0.785 -4.554 1.748 0.020 -0.059 -0.008
C -2.013 -5.092 1.402 0.003 -0.001 0.004
C -2.390 -5.105 0.068 0.006 -0.020 0.008
C -1.556 -4.557 -0.880 -0.006 -0.047 -0.074
H 0.997 -3.582 0.937 -0.037 0.057 0.041
H -0.450 -4.521 2.775 0.014 0.004 -0.003
H -2.670 -5.490 2.162 -0.003 -0.006 -0.004
H -3.338 -5.515 -0.247 -0.001 0.003 0.000
H -1.781 -4.482 -1.932 0.025 0.027 -0.002
```
Forces are in eV/Å.

Computed properties:
Net charge ... 0
Orbital gap (spin up / spin down) ... 0.22592 / 0.24416 hartree
Spin multiplicity ... 2
HOMO energy (spin up / spin down) ... -6.76 / -7.34 eV
Lowest unoccupied orbital energy (spin up / spin down) ... -0.6 / -0.7 eV
Calculated total energy ... -3609.76879 hartree